Model i:
10
Properties=species:S:1:pos:R:3:nbo_charge:R:1 method="wB97M-V/def2-TZVPD" spin_multiplicity=1 total_charge=-1 e_lumo_ha=0.1683 homo_energy_ev=-3.228
C 2.32633 -0.53839 0.46075 -1.134
C -0.91348 0.31669 -0.22296 0.614
C -2.27701 0.30055 -0.16331 -0.760
O -0.19422 -0.15506 -1.25296 -0.804
O -0.05050 0.85673 0.67702 -0.803
P 1.42391 0.74474 -0.16985 1.077
H 3.30822 -0.55091 -0.06114 0.206
H 1.95174 -1.39341 1.07386 0.214
H -2.88574 0.66814 0.67313 0.190
H -2.68926 -0.24908 -1.01454 0.200

Model ii:
10
Properties=species:S:1:pos:R:3:nbo_charge:R:1 method="wB97M-V/def2-TZVPD" spin_multiplicity=1 total_charge=-1 e_lumo_ha=0.1692 homo_energy_ev=-3.209
C -1.43726 -1.88375 -0.32297 -1.165
C 0.62755 0.74203 0.11995 0.565
C 1.02241 1.91604 0.40278 -0.713
O 1.16597 0.01305 -0.77758 -0.773
O -0.20251 0.05718 0.84895 -0.775
P 0.07944 -1.42808 0.16290 1.092
H -1.38341 -2.88906 -0.79250 0.194
H -2.27962 -1.27569 -0.70218 0.201
H 0.64739 2.45586 1.33808 0.179
H 1.76003 2.29243 -0.27743 0.193

Most stable structure: model i

Model i:
25
Properties=species:S:1:pos:R:3:nbo_charge:R:1 method="wB97M-V/def2-TZVPD" spin_multiplicity=1 e_lumo_ha=0.0334 homo_energy_ev=-7.473
C -0.54688 0.32235 -1.59332 0.148
C 2.10052 0.59618 -1.35654 -0.242
C -1.45206 -0.53338 -0.87685 -0.843
C -0.98348 1.73968 -1.86774 -0.637
O 0.91831 0.64623 -0.61709 -0.717
H -0.03540 -0.14112 -2.43673 0.179
H 2.26058 -0.38445 -1.83634 0.150
H 2.12225 1.35757 -2.15314 0.153
H 2.95620 0.78973 -0.69859 0.179
H -1.46621 -1.57374 -1.19632 0.210
H -1.75280 1.74139 -2.64397 0.214
H -1.40583 2.18348 -0.96560 0.211
H -2.45293 -0.13508 -0.72062 0.212
H -0.85422 -0.65497 0.41960 0.383
H -0.15086 2.35916 -2.19648 0.214
C -0.47218 0.17488 2.54553 -0.412
C 0.48956 -1.96606 1.79970 -0.412
N -0.00751 -0.64373 1.42712 -0.636
H 0.68511 -0.11453 0.82865 0.458
H 1.33899 -1.90288 2.48744 0.188
H 0.32048 0.34337 3.28146 0.188
H -0.79807 1.13859 2.15641 0.214
H -1.31380 -0.31518 3.03953 0.194
H 0.80699 -2.48706 0.89682 0.211
H -0.30677 -2.54042 2.27707 0.196

Model ii:
25
Properties=species:S:1:pos:R:3:nbo_charge:R:1 method="wB97M-V/def2-TZVPD" spin_multiplicity=1 e_lumo_ha=0.0314 homo_energy_ev=-7.813
C -1.82178 -1.82494 0.40528 -0.634
C -1.23735 -0.45753 0.71629 -0.203
N 0.02494 -0.17262 0.08351 -0.491
C 1.09444 -1.11316 0.27071 -0.415
C 0.09194 0.87466 -0.90363 -0.016
C 1.36369 1.75227 -0.79810 -0.625
C -0.01040 0.32887 -2.34734 -0.629
H -1.97240 -1.97917 -0.67006 0.208
H -1.29992 -2.61473 0.94785 0.213
H -2.86266 -1.88284 0.74300 0.212
H -1.90765 0.35921 0.44543 0.196
H -1.11626 -0.36842 1.80310 0.177
H 0.96464 -2.00397 -0.33956 0.170
H 2.09951 -0.76906 0.02145 0.202
H 1.11738 -1.38941 1.32408 0.208
H -0.70799 1.59211 -0.73897 0.188
H 1.20966 2.60932 -0.12344 0.200
H 2.19110 1.23254 -0.32490 0.213
H 1.53440 2.24824 -1.75343 0.211
H 0.76908 -0.43919 -2.41488 0.203
H -0.92980 -0.26218 -2.42917 0.202
H -0.00666 1.05733 -3.14025 0.208
O 0.41879 0.73549 3.25501 -0.948
H 0.03085 1.01405 2.40778 0.478
H 0.96248 1.47312 3.56024 0.471

Model iii:
25
Properties=species:S:1:pos:R:3:nbo_charge:R:1 method="wB97M-V/def2-TZVPD" spin_multiplicity=1 e_lumo_ha=0.0307 homo_energy_ev=-8.831
C 2.44573 -0.13201 0.94192 -0.591
C 1.03132 -0.55115 0.41512 -0.453
C 0.09332 0.55352 0.60243 -0.211
N -1.28146 0.48081 -0.06764 -0.445
C -2.14576 -0.09758 0.94215 -0.446
C -1.27104 -0.27038 -1.28516 -0.241
C -1.25776 -1.79687 -1.27611 -0.663
H 3.18018 -0.98791 1.32189 0.222
H 2.33392 0.54850 2.00043 0.200
H 2.96116 0.40515 0.21182 0.189
H 0.77356 -1.37563 1.02954 0.204
H 1.11949 -1.03275 -0.63378 0.220
H 0.60115 1.45181 0.24679 0.157
H -0.18289 0.85196 1.64229 0.212
H -1.82238 -0.99287 1.57859 0.175
H -2.46279 0.66509 1.63476 0.204
H -3.19894 -0.36177 0.56503 0.205
H -2.14134 0.15818 -1.92597 0.201
H -0.52073 0.16001 -2.04867 0.204
H -0.89098 -2.19150 -0.34080 0.210
H -0.58730 -2.14736 -2.06706 0.225
H -2.32759 -2.09814 -1.23827 0.221
O 2.00150 3.28488 -0.93575 -0.928
H 1.05509 2.99401 -0.48257 0.469
H 2.49453 2.48202 -0.83098 0.460

Model iv:
25
Properties=species:S:1:pos:R:3:nbo_charge:R:1 method="wB97M-V/def2-TZVPD" spin_multiplicity=1 e_lumo_ha=0.0277 homo_energy_ev=-8.623
C -2.03796 1.29876 2.28088 -0.417
N -1.21707 0.12106 1.99595 -0.622
C -0.64494 0.13097 0.62710 -0.233
C 0.60154 -0.73481 0.58657 -0.395
C 0.90754 -1.32948 -0.80823 -0.221
C 1.93289 -2.45265 -0.66997 -0.604
C 1.41908 -0.20285 -1.72796 -0.612
H -2.99920 1.19166 1.76212 0.186
H -1.54848 2.24450 2.04535 0.171
H -2.32388 1.26519 3.33175 0.198
H -0.47037 0.07181 2.67792 0.344
H -0.52003 1.14952 0.27066 0.190
H -1.42019 -0.39320 0.05850 0.179
H 1.53263 -0.26137 0.91896 0.194
H 0.43424 -1.55990 1.28978 0.206
H -0.05936 -1.64476 -1.18070 0.195
H 2.53999 -2.54467 -1.56560 0.204
H 1.57195 -3.43767 -0.40103 0.213
H 2.64926 -2.17302 0.11026 0.200
H 0.63238 0.11791 -2.42734 0.211
H 2.29415 -0.50726 -2.31908 0.205
H 1.72469 0.67605 -1.14873 0.205
O -1.48144 3.04481 -1.56028 -0.939
H -1.19555 3.32887 -2.44416 0.471
H -2.32187 2.60053 -1.70273 0.470

Most stable structure: model iv

Model i:
25
Properties=species:S:1:pos:R:3:nbo_charge:R:1 method="wB97M-V/def2-TZVPD" spin_multiplicity=1 e_lumo_ha=0.0283 homo_energy_ev=-6.041
C -0.30480 1.19040 -0.39529 -0.045
C 1.83787 1.51085 -1.46542 -0.422
C 1.10854 3.02014 0.27454 -0.414
N 1.06102 1.66229 -0.24511 -0.432
N -0.37176 -0.24851 -0.59573 -0.796
H -1.04167 -0.76411 0.08279 0.411
H -0.47454 -0.55857 -1.55010 0.398
H -0.82319 1.68706 -1.23616 0.156
H -0.84442 1.43210 0.52284 0.197
H 1.44193 2.11563 -2.30226 0.162
H 2.86915 1.81442 -1.28260 0.210
H 1.85601 0.46440 -1.77272 0.201
H 0.66566 3.76415 -0.41197 0.162
H 2.14599 3.30473 0.45465 0.207
H 0.57763 3.07259 1.22668 0.205
C -1.24790 -1.97493 1.37571 -0.302
C -1.99981 -2.97270 0.53233 -0.654
N 0.06966 -2.10830 1.65592 -0.658
H 0.86160 -1.46644 0.84776 0.057
H 0.42580 -3.02223 1.37914 0.346
H -1.80690 -1.32200 2.04264 0.174
H 0.61051 -0.86830 -0.02061 0.248
H -3.05255 -2.69328 0.43350 0.211
H -1.58637 -3.04475 -0.48826 0.179
H -1.97742 -3.99462 0.93773 0.199

Model ii:
25
Properties=species:S:1:pos:R:3:nbo_charge:R:1 method="wB97M-V/def2-TZVPD" spin_multiplicity=1 e_lumo_ha=0.0271 homo_energy_ev=-6.637
C -0.78083 -0.96646 -0.19996 -0.558
C -0.70894 1.22277 -1.26160 -0.004
C -2.30019 -1.02184 -0.18588 -0.616
C -0.15711 -1.78316 -1.32205 -0.627
N 0.47996 1.74109 -1.43562 -0.815
H -0.45919 -1.42307 0.75499 0.172
H 0.93058 1.37878 -2.27279 0.345
H 1.21137 1.36406 -0.04689 0.450
H -1.25506 0.70598 -2.04719 0.169
H -1.32804 1.63046 -0.46693 0.161
H 0.93279 -1.68546 -1.32676 0.202
H -0.38735 -2.85584 -1.25297 0.186
H -2.73333 -0.62552 -1.11039 0.184
H -2.68388 -2.04698 -0.08908 0.188
H -2.71652 -0.44429 0.64516 0.196
H -0.51772 -1.45079 -2.30103 0.185
C 0.84964 1.37158 2.06778 -0.426
N 1.21333 0.69123 0.82081 -0.502
N 2.40539 -0.08705 0.84017 -0.643
H 0.29953 0.03465 0.40269 0.438
H 3.17983 0.48058 1.17552 0.347
H 2.27641 -0.86774 1.47722 0.352
H -0.04424 1.96825 1.88662 0.220
H 1.65357 2.03299 2.40083 0.197
H 0.64000 0.63579 2.84734 0.200

Most stable structure: model ii

Model i:
27
Properties=species:S:1:pos:R:3:nbo_charge:R:1 method="wB97M-V/def2-TZVPD" spin_multiplicity=1 e_lumo_ha=0.0117 homo_energy_ev=-10.143
O 0.24912 0.50911 -0.67649 -0.945
H 0.68496 0.81066 0.12856 0.470
H 0.13948 1.31185 -1.19857 0.460
O 2.48162 -2.52324 -2.31542 -0.934
H 2.72596 -2.43994 -1.38680 0.466
H 3.26239 -2.21883 -2.79157 0.468
O -3.18410 1.97863 0.25343 -0.962
H -3.65192 2.55655 -0.35988 0.489
H -3.15573 1.12882 -0.20044 0.480
O -2.04510 1.31730 2.48368 -0.954
H -2.28568 1.11065 1.57351 0.482
H -2.04666 2.28068 2.51370 0.466
O -3.38028 0.98304 -3.35153 -0.951
H -3.09930 1.09787 -4.26633 0.482
H -4.02685 0.26942 -3.39261 0.470
O 2.30459 -0.35181 3.82802 -0.949
H 1.51021 -0.05375 3.37073 0.471
H 2.06316 -0.32264 4.76068 0.478
O 1.30322 -2.45781 1.36445 -0.931
H 1.16658 -3.17321 1.99574 0.464
H 1.96127 -2.80715 0.75296 0.467
O 3.15387 -0.94448 1.35544 -0.941
H 3.22699 -1.70971 1.93688 0.473
H 2.50582 -0.37974 1.79144 0.468
O -0.41487 1.31076 -3.05880 -0.927
H -0.64731 2.11412 -2.57966 0.453
H -0.80143 0.60285 -2.53113 0.488

Model ii:
27
Properties=species:S:1:pos:R:3:nbo_charge:R:1 method="wB97M-V/def2-TZVPD" spin_multiplicity=1 e_lumo_ha=-0.0013 homo_energy_ev=-6.893
O -0.27469 -1.14605 -0.35128 -0.857
H -0.82747 -0.93861 -1.11762 0.440
H 0.34142 -0.37636 -0.40081 0.460
O 4.00340 -2.48320 0.71478 -0.943
H 4.54463 -2.89909 0.07993 0.466
H 4.25263 -2.87362 1.61106 0.477
O -2.59487 -0.59902 -2.60521 -0.956
H -2.22949 0.26034 -2.49175 0.484
H -2.62356 -1.09551 -1.71915 0.476
O 1.71984 4.08256 0.74229 -0.958
H 1.22881 3.63079 1.38932 0.463
H 2.28362 3.46293 0.24646 0.491
O -3.57718 -1.38902 2.64724 -0.919
H -3.49065 -0.47703 2.66077 0.455
H -4.43114 -1.48478 2.19167 0.464
O 1.20598 -2.01412 -0.94661 -0.891
H 1.60744 -2.58711 -1.49481 0.438
H 1.83282 -1.25381 -0.79154 0.437
O -1.67056 1.57503 -0.80044 -0.939
H -2.38699 2.21954 -0.63404 0.465
H -1.10849 2.00079 -0.16341 0.469
O -0.59685 0.20509 0.90522 -0.915
H -1.46576 -0.07504 0.97968 0.483
H -0.50566 1.11815 1.26233 0.401
O 1.68877 1.61494 -0.32169 -0.972
H 1.34622 1.58699 -1.28554 0.499
H 2.40094 1.01182 -0.19692 0.484

Model iii:
27
Properties=species:S:1:pos:R:3:nbo_charge:R:1 method="wB97M-V/def2-TZVPD" spin_multiplicity=1 e_lumo_ha=0.0051 homo_energy_ev=-10.201
O 3.10764 0.33147 1.92987 -0.927
H 3.98778 0.26264 2.37039 0.476
H 2.63512 0.23777 2.75837 0.470
O -0.75371 1.90957 2.30675 -0.985
H -0.33926 1.60764 1.50823 0.499
H -0.00219 2.25754 2.83595 0.477
O -2.62820 2.13307 0.39209 -0.964
H -3.06603 2.94938 0.33220 0.467
H -1.96840 2.28472 1.05540 0.498
O -1.55450 1.27259 -2.04478 -0.980
H -1.70229 1.74178 -1.24085 0.501
H -2.33956 1.47843 -2.53381 0.482
O -1.27732 -1.42600 -1.58386 -0.980
H -1.53782 -0.58352 -1.93967 0.513
H -1.82977 -2.11683 -1.93477 0.485
O 1.19400 -1.88027 -2.78934 -0.983
H 1.75073 -1.38277 -2.21791 0.479
H 0.24835 -1.76483 -2.55886 0.483
O 2.26678 -1.65548 0.23776 -1.004
H 1.50946 -2.10842 0.54415 0.494
H 2.72524 -1.20337 0.97262 0.487
O 0.42763 1.08913 0.05665 -0.991
H 0.08366 1.22882 -0.83136 0.498
H 1.05789 0.37852 0.08922 0.512
O -0.37118 -2.62996 0.81592 -0.977
H -0.99604 -2.31533 1.45026 0.469
H -0.62802 -2.09629 0.01937 0.501

Model iv:
27
Properties=species:S:1:pos:R:3:nbo_charge:R:1 method="wB97M-V/def2-TZVPD" spin_multiplicity=1 e_lumo_ha=-0.0060 homo_energy_ev=-10.495
O 5.75117 6.34583 -9.27387 -0.940
H 6.54114 5.91762 -9.61927 0.476
H 5.77752 7.24320 -9.61583 0.463
O 7.74039 3.68593 -11.83583 -1.021
H 8.58266 4.12584 -12.03812 0.501
H 7.62844 3.81989 -10.87940 0.507
O 10.20191 5.03365 -11.83737 -0.971
H 10.48401 5.61499 -12.55421 0.493
H 10.76327 4.25483 -11.92401 0.491
O 5.17879 1.64816 -9.83075 -0.940
H 5.74836 1.63715 -10.60757 0.480
H 5.61731 1.07635 -9.19502 0.461
O 8.84603 0.83702 -12.12138 -0.957
H 9.08535 0.54478 -13.00401 0.460
H 8.63688 1.77541 -12.20881 0.490
O 7.89442 4.00026 -9.07095 -0.963
H 7.47411 3.65282 -8.27861 0.496
H 8.69592 4.43926 -8.76978 0.485
O 10.38932 6.41200 -14.30307 -0.966
H 9.44646 6.25067 -14.17311 0.485
H 10.42053 7.16828 -14.89722 0.493
O 10.49937 3.27432 -14.22997 -0.957
H 10.60843 4.14276 -14.63533 0.481
H 9.94672 2.78180 -14.84339 0.473
O 5.22475 3.65836 -13.06854 -0.966
H 6.10194 3.84751 -12.68893 0.494
H 5.33415 3.75043 -14.01772 0.453

Most stable structure: model iii